A molecular structure, C41H62BaN7S4Si. Source: the OMol25 dataset; level of theory: ωB97M-V/def2-TZVPD.

```
! wB97M-V def2-TZVPD RIJCOSX def2/J DEFGRID3
* xyz -1 1
Ba 0.56 0.62 0.12
C -2.82 -2.27 -3.79
C -3.71 -1.46 -2.85
C -3.53 0.04 -3.11
C -3.49 -1.76 -1.38
C -4.45 -1.34 -0.46
C -4.30 -1.55 0.90
C -3.17 -2.21 1.40
C -2.97 -2.39 2.88
C -2.23 -2.67 0.49
C -2.39 -2.45 -0.88
H -3.06 -2.03 -4.83
H -2.94 -3.34 -3.64
H -1.76 -2.04 -3.65
H -4.75 -1.73 -3.07
H -2.52 0.36 -2.87
H -4.21 0.64 -2.50
H -3.72 0.28 -4.16
H -5.33 -0.81 -0.81
H -5.05 -1.19 1.59
H -3.77 -2.99 3.33
H -2.96 -1.42 3.39
H -2.03 -2.89 3.09
H -1.36 -3.21 0.84
H -1.63 -2.82 -1.56
S 2.25 3.20 0.94
S 1.78 4.48 -0.66
S -0.24 4.44 -0.93
S -0.77 2.75 -2.03
C 4.12 0.27 0.40
N 4.20 0.29 1.85
C 5.25 1.11 2.43
C 4.92 1.00 3.91
N 3.48 0.86 3.88
C 2.80 0.65 5.13
C 3.08 0.36 2.65
N 1.93 0.02 2.20
C 0.70 0.04 2.99
C 0.11 1.45 3.20
N -1.03 1.65 2.31
C -1.59 2.81 2.16
N -1.19 4.08 2.51
C -0.25 4.44 3.54
C -2.24 5.03 2.20
C -3.06 4.29 1.15
N -2.79 2.92 1.50
C -3.27 1.86 0.65
H 5.09 -0.05 0.01
H 3.88 1.27 0.02
H 3.38 -0.44 0.03
H 5.16 2.15 2.08
H 6.24 0.73 2.18
H 5.21 1.88 4.48
H 5.40 0.11 4.35
H 3.31 1.25 5.89
H 2.83 -0.40 5.46
H 1.77 0.98 5.10
H 0.82 -0.50 3.93
H -0.05 -0.55 2.44
H 0.92 2.16 3.01
H -0.20 1.55 4.25
H 0.74 4.03 3.34
H -0.59 4.18 4.55
H -0.13 5.53 3.50
H -1.81 5.96 1.82
H -2.84 5.26 3.09
H -2.69 4.52 0.14
H -4.12 4.51 1.21
H -4.36 1.92 0.58
H -3.01 0.91 1.10
H -2.84 1.93 -0.36
C 1.30 -2.20 -0.37
Si 2.21 -2.61 -1.86
C 2.88 -1.01 -2.68
N 1.98 0.14 -2.58
C 2.63 1.42 -2.92
C 2.91 1.62 -4.40
C 1.61 1.48 -5.19
C 0.98 0.12 -4.90
C 0.77 -0.04 -3.39
C 3.83 -3.62 -1.72
C 4.10 -4.77 -2.47
C 5.28 -5.48 -2.33
C 6.25 -5.06 -1.42
C 6.01 -3.92 -0.66
C 4.82 -3.22 -0.81
C 1.18 -3.66 -3.06
C 0.35 -4.66 -2.55
C -0.38 -5.50 -3.39
C -0.29 -5.36 -4.76
C 0.54 -4.39 -5.30
C 1.27 -3.56 -4.45
H 1.97 -2.15 0.50
H 0.51 -2.91 -0.13
H 3.25 -1.20 -3.70
H 3.79 -0.77 -2.12
H 3.56 1.49 -2.33
H 1.98 2.23 -2.57
H 3.64 0.88 -4.76
H 3.36 2.61 -4.55
H 1.78 1.61 -6.26
H 0.92 2.27 -4.88
H 1.63 -0.67 -5.29
H 0.02 0.02 -5.40
H 0.35 -1.01 -3.15
H 0.05 0.72 -3.08
H 3.36 -5.12 -3.18
H 5.46 -6.37 -2.92
H 7.17 -5.61 -1.31
H 6.74 -3.58 0.06
H 4.65 -2.35 -0.18
H 0.27 -4.79 -1.48
H -1.02 -6.27 -2.96
H -0.86 -6.01 -5.42
H 0.63 -4.27 -6.37
H 1.93 -2.82 -4.89
*
```

Results
- Kohn-Sham gap (eV) = 5.745
- highest occupied orbital energy (eV) = -3.770
- LUMO (Ha) = 0.0726

---

A gas-phase ion, C10H14NS2 (charge +1). Source: the OMol25 dataset; level of theory: ωB97M-V/def2-TZVPD.

```
! wB97M-V def2-TZVPD RIJCOSX def2/J DEFGRID3
* xyz 1 1
C 2.52 1.73 1.53
C 1.44 2.58 1.27
C 2.53 0.45 1.13
C 0.33 2.12 0.60
C 1.47 0.02 0.34
C 0.32 0.83 0.09
C 1.35 -1.31 -0.36
C -0.78 0.05 -0.80
C -2.85 -1.55 -0.56
C -2.10 -0.25 -0.07
N 0.09 -1.16 -1.18
S 1.08 -2.81 0.84
S -0.97 0.97 -2.40
H 3.25 2.22 2.34
H 1.59 3.63 1.35
H 3.52 -0.10 1.26
H -0.45 2.84 0.38
H 2.05 -1.67 -1.03
H -3.13 -1.60 -1.53
H -3.80 -1.59 0.00
H -2.40 -2.53 -0.32
H -1.83 -0.51 0.89
H -2.84 0.56 -0.12
H 0.39 -0.84 -2.15
H -0.45 -2.06 -1.14
H 0.13 -2.27 1.68
H -0.50 2.25 -2.04
*
```

Results
- Kohn-Sham gap (eV) = 9.904
- highest occupied orbital energy (eV) = -12.944
- SMILES = CC[C@]1(S)[NH2+][C@H](S)c2ccccc21
- LUMO (Ha) = -0.1117

---

A gas-phase ion, C6H6Br2N4 (charge +2). Source: the OMol25 dataset; level of theory: ωB97M-V/def2-TZVPD.

```
! wB97M-V def2-TZVPD RIJCOSX def2/J DEFGRID3
* xyz 2 1
C 0.08 -0.01 1.82
C 0.19 -0.55 -0.61
C -2.05 -0.70 -1.11
C 2.09 -0.58 0.71
C -0.60 0.17 0.48
C -0.44 1.68 0.35
N 1.32 -0.26 1.81
N -1.97 -0.19 0.16
N -0.69 -0.96 -1.52
N 1.56 -0.64 -0.54
Br -3.58 -0.93 -2.06
Br 3.83 -1.14 0.90
H -0.35 0.31 2.84
H -0.87 2.27 1.12
H -0.93 1.90 -0.70
H 0.70 1.86 0.19
H -0.47 -1.33 -2.55
H 2.20 -0.87 -1.31
*
```

Results
- Kohn-Sham gap (spin up / spin down) (eV) = 7.103 / 7.104
- highest occupied orbital energy (spin up / spin down) (eV) = -17.817 / -17.818
- SMILES = C[C@]12C=NC(Br)=[NH+]C1=[NH+]C(Br)=N2
- LUMO (spin up / spin down) (Ha) = -0.3937 / -0.3937

---

A molecular structure, C32H50Br2F3N7OS3. Source: the OMol25 dataset; level of theory: ωB97M-V/def2-TZVPD.

```
! wB97M-V def2-TZVPD RIJCOSX def2/J DEFGRID3
* xyz 0 1
N -0.67 -1.04 3.09
C -0.13 0.14 2.48
O -0.87 1.00 2.04
C 1.38 0.27 2.37
C 1.77 0.38 0.88
C 2.88 1.34 0.55
C 2.84 2.17 -0.52
C 1.65 2.21 -1.46
C 1.43 0.97 -2.32
C 2.44 0.65 -3.41
F 1.91 -0.35 -4.18
Br 4.09 -0.06 -2.67
C 2.80 1.78 -4.41
F 3.73 2.61 -3.90
F 3.31 1.24 -5.52
Br 1.26 2.82 -4.95
C 3.92 3.06 -0.80
C 5.05 3.16 -0.07
C 6.09 4.18 -0.48
C 7.50 4.06 0.11
C 7.79 5.01 1.29
S 6.44 5.20 2.46
C 5.63 6.63 1.94
S 6.11 7.74 0.85
N 4.39 6.74 2.62
C 4.00 7.80 3.41
C 2.75 7.49 3.83
N 2.35 6.28 3.32
C 3.35 5.85 2.61
C 5.14 2.28 1.04
N 6.15 2.17 1.91
S 5.74 1.04 2.96
N 4.30 0.63 2.42
C 4.06 1.39 1.34
H -0.73 -1.77 2.38
H 0.01 -1.39 3.76
H 1.68 1.17 2.91
H 1.88 -0.57 2.85
H 2.06 -0.62 0.52
H 0.87 0.66 0.34
H 1.71 3.11 -2.06
H 0.75 2.32 -0.85
H 1.38 0.08 -1.70
H 0.47 1.04 -2.84
H 3.81 3.71 -1.66
H 5.69 5.18 -0.29
H 6.17 4.11 -1.57
H 8.21 4.36 -0.67
H 7.73 3.04 0.38
H 8.07 5.99 0.94
H 8.62 4.62 1.88
H 4.63 8.66 3.57
H 2.14 8.10 4.47
H 3.38 4.93 2.07
C -3.89 -0.63 1.80
C -5.06 -1.32 2.50
N -5.68 -2.34 1.67
C -6.95 -2.82 2.18
C -6.96 -3.56 3.52
C -4.76 -3.35 1.16
C -3.96 -4.17 2.18
H -4.21 -0.23 0.84
H -3.52 0.20 2.41
H -3.06 -1.31 1.65
H -5.82 -0.57 2.73
H -4.71 -1.70 3.47
H -7.40 -3.46 1.41
H -7.61 -1.95 2.27
H -6.55 -4.57 3.43
H -7.98 -3.66 3.88
H -6.39 -3.03 4.29
H -4.06 -2.85 0.49
H -5.33 -4.03 0.52
H -3.53 -3.54 2.96
H -3.13 -4.66 1.67
H -4.55 -4.94 2.65
C -4.15 -5.38 -5.43
C -3.19 -4.48 -4.67
N -3.82 -3.73 -3.60
C -2.99 -2.67 -3.07
C -1.69 -3.04 -2.34
C -4.54 -4.52 -2.62
C -3.78 -5.61 -1.86
H -5.01 -4.81 -5.79
H -3.65 -5.83 -6.28
H -4.53 -6.20 -4.81
H -2.77 -3.76 -5.37
H -2.34 -5.10 -4.32
H -3.61 -2.06 -2.40
H -2.74 -2.01 -3.91
H -1.89 -3.46 -1.35
H -1.08 -2.15 -2.20
H -1.10 -3.76 -2.91
H -5.39 -4.99 -3.12
H -4.99 -3.83 -1.91
H -3.16 -6.22 -2.52
H -4.49 -6.28 -1.37
H -3.14 -5.19 -1.08
*
```

Results
- Kohn-Sham gap (eV) = 7.208
- highest occupied orbital energy (eV) = -7.995
- LUMO (Ha) = -0.0289